# 1
Density functional theory data (wB97M-V/def2-TZVPD) for an isolated molecule of C16H17ClN2O2.

Structure (XYZ):
```
38
Properties=species:S:1:pos:R:3:forces:R:3
O -3.329097 -0.784157 -2.123838 -0.30 -0.03 0.01
C -3.220870 -0.395881 -0.968522 0.39 -0.02 -0.05
N -2.007893 -0.248817 -0.382792 0.09 -0.05 -0.08
C -1.776589 0.171874 0.984075 0.01 0.06 0.57
H -2.475980 -0.343471 1.646874 0.15 0.16 -0.06
C -0.350741 -0.162715 1.408339 -0.02 0.27 -0.09
H -0.217716 0.094732 2.459135 0.01 -0.06 0.00
C 0.678558 0.583784 0.551855 -0.06 0.15 -0.14
N 1.950148 -0.085888 0.673575 -0.12 -0.51 0.23
C 3.140559 0.420400 0.226412 0.27 0.03 -0.01
C 3.342287 1.769217 -0.082354 -0.17 -0.07 0.01
C 4.583808 2.236917 -0.467156 0.09 -0.01 -0.03
C 5.665309 1.379744 -0.565964 0.08 0.03 -0.01
C 5.493635 0.036160 -0.274974 -0.05 0.08 -0.02
C 4.254018 -0.426623 0.111049 0.04 -0.01 -0.04
Cl 4.062995 -2.123735 0.460671 0.01 -0.05 0.02
H 6.320467 -0.653105 -0.350799 0.03 -0.09 0.01
H 6.633138 1.745657 -0.869174 0.09 0.04 -0.03
H 4.704107 3.285073 -0.696698 0.00 0.09 -0.02
H 2.515252 2.457820 -0.020447 -0.12 0.07 0.01
H 1.912382 -1.096295 0.668947 -0.06 0.12 0.06
H 0.799616 1.597316 0.949505 -0.08 -0.08 0.00
C 0.181909 0.668675 -0.910369 -0.03 -0.08 0.12
C -0.828269 -0.430286 -1.209175 0.15 0.10 -0.45
H -0.388204 -1.418678 -1.033665 0.00 0.01 -0.08
H -1.158813 -0.392704 -2.249721 0.13 -0.08 0.18
H -0.290260 1.635996 -1.088610 -0.03 0.04 -0.07
H 1.031812 0.581884 -1.588465 0.00 0.07 -0.01
H -0.195838 -1.238943 1.311294 0.03 -0.07 0.02
H -1.948346 1.251576 1.086553 0.00 -0.10 0.10
C -4.441455 -0.084429 -0.205323 -1.11 -0.37 -0.67
C -5.725729 -0.354631 -0.610365 0.86 0.06 0.12
C -6.576887 0.156726 0.390027 0.23 0.25 0.44
C -5.757286 0.707475 1.328363 -0.76 -0.11 -0.15
O -4.470203 0.568524 0.982745 0.36 0.14 0.12
H -5.962017 1.209869 2.253571 0.08 0.08 0.13
H -7.646510 0.122814 0.408951 -0.22 0.03 0.07
H -5.999219 -0.857641 -1.514160 0.03 -0.10 -0.21
```
Forces are in eV/Å.

As for the charge: 0. The molar mass comes out at 304.78 g/mol. The total energy is -36465.5848 eV. The HOMO energy is -0.2949 Eh.

Mulliken atomic charge list, values in e, 2 entries: -0.7178 0.2852

# 2
Density functional theory data (wB97M-V/def2-TZVPD) for a structure of composition C16H17ClN2O6S.

Structure (XYZ):
```
43
Properties=species:S:1:pos:R:3:forces:R:3
O -2.159433 3.142119 -0.313870 3.39 -3.89 1.53
C -1.326977 2.247180 0.196865 2.37 7.79 -6.18
N 0.047276 2.180792 -0.104387 -6.63 6.73 -5.44
H 0.595059 1.503050 0.136951 3.69 -5.16 2.17
C 0.497582 2.883865 -1.524721 0.16 8.98 12.03
C 0.620894 2.243897 -2.648982 -0.72 -1.57 -1.44
C 1.340199 1.257146 -2.887172 11.32 -11.57 1.23
C 1.310188 0.636000 -4.187115 -4.98 5.87 0.74
C 0.325967 1.508465 -4.646479 3.56 -1.89 6.31
O -0.117837 2.384937 -3.661257 -3.17 1.28 -5.87
H -0.151990 1.685623 -5.423622 -4.08 1.13 -7.34
H 1.817374 -0.086452 -4.709363 1.16 -1.54 -0.62
H 2.179808 0.571045 -2.297318 -2.28 2.90 -0.26
H -0.156863 3.881358 -1.500830 1.02 -2.51 -0.50
H 1.563247 3.409878 -1.136992 -2.56 -1.70 -1.16
C -1.815767 1.509529 1.192374 -1.72 -8.54 3.43
H -2.325882 0.456039 0.680840 1.57 2.82 1.66
H -2.589010 1.942362 1.774137 -0.17 0.41 0.95
O -0.569335 0.920116 2.173051 -2.08 11.54 -7.41
C -0.817768 -0.078747 2.727193 -0.26 -10.71 3.69
O -1.602832 -0.990531 2.373755 0.50 1.65 1.15
C 0.317266 -0.201071 3.725914 0.85 -5.76 1.78
H 0.198523 -1.302119 4.243584 0.04 2.71 -0.90
H 0.195253 0.547318 4.489771 0.44 0.48 0.22
C 2.002280 -0.464336 3.041846 -8.85 6.91 -4.15
N 1.921696 -1.554203 2.213966 -10.74 9.15 -4.67
S 1.679305 -1.297199 0.396658 8.10 5.78 3.36
O 2.916721 -2.064918 -0.004557 -4.04 1.18 -0.45
O 1.797753 0.304416 0.228892 -0.49 -6.81 0.16
C 0.099512 -1.802386 0.107790 0.21 0.65 -1.86
C -0.205048 -2.940335 0.754132 -7.02 0.37 -5.73
C -1.507570 -3.453593 0.286331 1.33 0.63 2.89
C -2.318449 -2.700387 -0.517637 -1.35 0.27 -2.26
C -1.888509 -1.619228 -1.312460 8.08 -3.48 8.84
C -0.591066 -1.128662 -0.939861 -0.50 -0.63 0.93
H -0.015290 -0.205464 -1.188481 -1.21 -0.72 -0.86
H -2.295398 -1.181426 -2.000630 -5.30 4.44 -7.25
Cl -4.065957 -3.084666 -0.837159 1.57 -0.17 0.59
H -1.969705 -4.222615 0.885629 0.00 -0.36 -0.22
H 0.340165 -3.258683 1.486827 2.85 -2.47 4.12
H 2.517790 -2.080716 2.435686 11.20 -10.66 2.53
H 2.398400 -0.125231 3.894949 3.16 -0.48 2.91
H 1.808427 0.627832 2.395752 1.57 -3.07 1.35
```
Forces are in eV/Å.

As for the charge: 0. The molar mass comes out at 400.84 g/mol. The total energy is -55474.6245 eV. The HOMO energy is -0.3307 Eh.

Mulliken atomic charge list, values in e, 2 entries: -0.6970 0.3924